--- w ---
A 4-piece molecular cluster, C4H14O4 overall. Source: the Open Molecules 2025 dataset; level of theory: the ωB97M-V functional and the def2-TZVPD basis.

The geometry in XYZ format:
```
22
Properties=species:S:1:pos:R:3:nbo_charge:R:1
C 0.591 -1.547 2.359 -0.61
C 0.145 -0.301 1.521 -0.33
C 1.310 0.254 0.711 -0.60
C -0.350 0.675 2.594 0.43
O -0.771 1.781 2.342 -0.52
H 0.526 -2.428 1.689 0.21
H -0.169 -1.727 3.120 0.21
H 1.611 -1.462 2.716 0.21
H -0.722 -0.560 0.903 0.24
H 1.928 -0.511 0.242 0.20
H 2.060 0.739 1.345 0.21
H 1.001 0.941 -0.068 0.23
H -0.576 0.363 3.628 0.12
O 1.275 -1.967 -2.709 -0.95
H 0.995 -2.808 -2.337 0.48
H 2.031 -1.617 -2.257 0.48
O -1.704 -0.786 -2.422 -0.96
H -0.882 -0.676 -2.938 0.49
H -1.699 -1.692 -2.048 0.47
O -0.634 2.521 -2.651 -0.94
H -0.244 2.926 -1.861 0.47
H -1.298 1.929 -2.259 0.48
```

Properties
LUMO energy: 0.221 eV
Orbital gap: 0.36897 hartree
SMILES: CC(C)C=O.O.O.O



--- x ---
A 4-piece molecular cluster, C4H14O4 overall. Source: the Open Molecules 2025 dataset; level of theory: the ωB97M-V functional and the def2-TZVPD basis.

The geometry in XYZ format:
```
22
Properties=species:S:1:pos:R:3:nbo_charge:R:1
C -0.866 -0.844 -0.708 -0.60
C -0.623 0.437 -1.554 -0.32
C -1.383 0.390 -2.894 -0.60
C 0.866 0.657 -1.684 0.43
O 1.373 1.663 -1.246 -0.50
H -1.930 -0.845 -0.462 0.22
H -0.218 -0.774 0.162 0.18
H -0.638 -1.755 -1.273 0.21
H -1.072 1.242 -0.972 0.22
H -0.828 -0.143 -3.665 0.21
H -1.670 1.400 -3.191 0.22
H -2.349 -0.089 -2.702 0.21
H 1.502 -0.129 -2.137 0.12
O -0.871 -1.510 2.597 -0.97
H -1.282 -2.359 2.757 0.49
H -0.897 -1.221 1.681 0.48
O 2.978 -1.061 0.712 -0.93
H 3.114 -2.000 0.527 0.46
H 2.122 -1.074 1.160 0.46
O -1.046 1.327 3.229 -0.95
H -1.894 0.933 3.011 0.47
H -0.484 0.597 3.512 0.48
```

Properties
LUMO energy: 0.271 eV
Orbital gap: 0.36667 hartree
SMILES: CC(C)C=O.O.O.O



Which of them is least stable? Easy: w.



--- w ---
A 4-piece molecular cluster, C4H14O4 overall. Source: the Open Molecules 2025 dataset; level of theory: the ωB97M-V functional and the def2-TZVPD basis.

The geometry in XYZ format:
```
22
Properties=species:S:1:pos:R:3:nbo_charge:R:1
C 3.250 1.424 2.998 -0.61
C 1.809 1.199 2.492 -0.32
C 0.779 0.823 3.597 -0.62
C 1.305 0.261 1.422 0.43
O 1.907 -0.780 1.218 -0.53
H 3.483 1.971 3.895 0.23
H 3.824 1.935 2.166 0.22
H 3.738 0.362 3.153 0.22
H 1.536 2.281 2.159 0.19
H 0.165 1.761 3.814 0.22
H 1.394 0.494 4.462 0.22
H 0.185 -0.062 3.413 0.22
H 0.665 0.667 0.714 0.13
O -4.137 1.338 -3.723 -0.93
H -4.760 0.786 -3.196 0.47
H -3.320 0.989 -3.496 0.46
O -2.343 -1.401 -5.301 -0.93
H -2.406 -1.833 -6.153 0.47
H -2.676 -0.565 -5.520 0.46
O -1.777 -3.932 -2.568 -0.97
H -1.441 -3.050 -2.795 0.49
H -1.180 -4.667 -2.751 0.48
```

Properties
LUMO energy: 0.504 eV
Orbital gap: 0.37339 hartree
SMILES: CC(C)C=O.O.O.O



--- x ---
A 4-piece molecular cluster, C4H14O4 overall. Source: the Open Molecules 2025 dataset; level of theory: the ωB97M-V functional and the def2-TZVPD basis.

The geometry in XYZ format:
```
22
Properties=species:S:1:pos:R:3:nbo_charge:R:1
C 1.509 1.593 0.954 -0.66
C 0.284 1.289 0.132 -0.32
C 0.137 0.638 -1.026 0.32
C -1.094 0.474 -1.922 -0.65
O 1.201 0.024 -1.613 -0.72
H 2.221 0.801 1.022 0.21
H 1.242 2.045 1.960 0.23
H 1.958 2.315 0.249 0.22
H -0.506 2.082 0.383 0.20
H -1.076 1.311 -2.748 0.22
H -1.962 0.415 -1.311 0.23
H -1.000 -0.467 -2.535 0.23
H 2.052 0.426 -1.277 0.48
O -2.036 -0.912 0.314 -0.98
H -2.236 -0.029 0.569 0.47
H -1.916 -1.404 1.222 0.50
O 0.598 -2.345 0.057 -0.93
H -0.245 -2.284 -0.346 0.48
H 1.102 -1.882 -0.520 0.48
O -0.320 -1.480 2.355 -0.96
H 0.341 -0.925 2.608 0.47
H -0.256 -1.686 1.473 0.48
```

Properties
LUMO energy: 0.522 eV
Orbital gap: 0.33562 hartree
SMILES: C/C=C(/C)O.O.O.O



Which of them is least stable? Easy: w.



--- w ---
A 2-piece molecular cluster, C3H4N3S overall. Source: the Open Molecules 2025 dataset; level of theory: the ωB97M-V functional and the def2-TZVPD basis.

The geometry in XYZ format:
```
11
Properties=species:S:1:pos:R:3:nbo_charge:R:1
C 1.034 0.748 1.216 0.13
C 0.209 0.080 -0.639 0.07
C -0.636 -0.314 0.320 0.11
N 1.286 0.720 -0.050 -0.48
N -0.043 -0.018 1.517 -0.59
N 0.303 -0.012 -2.082 -0.82
S -3.289 -1.130 -0.065 -0.69
H 1.720 1.030 2.118 0.16
H -0.377 -0.119 2.396 0.39
H 0.469 -1.036 -2.290 0.35
H -0.675 0.053 -2.441 0.37
```

Properties
LUMO energy (spin up / spin down): 3.183 / 3.316 eV
Orbital gap (spin up / spin down): 0.25290 / 0.25350 hartree
Charge: -1



--- x ---
A 2-piece molecular cluster, C3H4N3S overall. Source: the Open Molecules 2025 dataset; level of theory: the ωB97M-V functional and the def2-TZVPD basis.

The geometry in XYZ format:
```
11
Properties=species:S:1:pos:R:3:nbo_charge:R:1
C -1.664 0.709 -0.233 -0.20
C -0.070 0.061 -1.423 0.05
C -0.754 0.266 0.694 -0.04
N -1.297 0.616 -1.437 -0.50
N 0.239 -0.225 -0.140 -0.25
N 1.420 -0.946 0.163 -0.66
S 0.680 -0.019 3.487 -0.49
H -2.663 1.011 0.049 0.17
H 0.641 -0.066 -2.216 0.17
H 1.299 -1.072 1.162 0.40
H 2.169 -0.335 -0.106 0.34
```

Properties
LUMO energy (spin up / spin down): 2.140 / 2.154 eV
Orbital gap (spin up / spin down): 0.22388 / 0.22701 hartree
Charge: -1



Which of them is least stable? Easy: x.



--- w ---
An isolated ion of composition H2O2PS and charge -1. Source: the Open Molecules 2025 dataset; level of theory: the ωB97M-V functional and the def2-TZVPD basis.

The geometry in XYZ format:
```
6
Properties=species:S:1:pos:R:3:nbo_charge:R:1
O -1.850 1.016 0.005 -1.16
P -0.755 0.358 0.693 0.94
S 1.582 0.339 -0.224 -0.10
O 2.050 0.110 1.390 -0.90
H 0.077 1.561 1.293 -0.24
H 1.383 0.666 1.923 0.46
```

Properties
LUMO energy: 4.039 eV
Orbital gap: 0.26098 hartree
SMILES: [O-]PSO
Charge: -1



--- x ---
A 2-piece molecular cluster, H2O2PS overall. Source: the Open Molecules 2025 dataset; level of theory: the ωB97M-V functional and the def2-TZVPD basis.

The geometry in XYZ format:
```
6
Properties=species:S:1:pos:R:3:nbo_charge:R:1
O -0.470 0.080 -1.355 -0.98
O 1.112 0.346 1.215 -0.86
P -0.676 -1.121 -0.585 0.82
S 1.196 1.625 0.067 -0.19
H -1.947 -0.647 0.068 -0.19
H 0.785 -0.283 0.590 0.41
```

Properties
LUMO energy (spin up / spin down): 3.585 / 3.272 eV
Orbital gap (spin up / spin down): 0.23182 / 0.20511 hartree
Charge: -1



Which of them is least stable? Easy: x.